Entry P
50
Properties=species:S:1:pos:R:3 method="wB97M-V/def2-TZVPD" gap_ev=8.5444 lumo_energy_ev=0.34 spin_multiplicity=1 homo_energy_ev=-8.2 smiles="CC#CC[C@H](NC(=O)c1ncn2ccccc12)C(=O)N[C@H](CO)CCC"
C -3.507 -2.911 4.352
C -2.421 -2.155 3.733
C -1.528 -1.535 3.227
C -0.454 -0.778 2.585
C -0.999 0.462 1.863
N -1.934 0.100 0.817
C -1.513 -0.325 -0.387
O -0.325 -0.544 -0.639
C -2.565 -0.525 -1.387
N -3.888 -0.309 -1.127
C -4.533 -0.569 -2.231
N -3.676 -0.953 -3.229
C -3.924 -1.309 -4.537
C -2.890 -1.645 -5.331
C -1.551 -1.631 -4.823
C -1.302 -1.282 -3.538
C -2.394 -0.930 -2.699
C 0.048 1.440 1.298
O -0.326 2.492 0.815
N 1.351 1.096 1.421
C 2.387 1.835 0.699
C 2.256 1.566 -0.801
O 2.390 0.186 -1.095
C 3.742 1.435 1.270
C 4.917 2.217 0.697
C 6.224 1.874 1.400
H -4.039 -2.300 5.081
H -4.222 -3.245 3.601
H -3.120 -3.791 4.866
H 0.272 -0.465 3.339
H 0.061 -1.420 1.865
H -1.562 1.055 2.586
H -2.916 0.298 0.918
H -5.597 -0.502 -2.385
H -4.958 -1.294 -4.849
H -3.083 -1.924 -6.356
H -0.736 -1.901 -5.480
H -0.308 -1.256 -3.117
H 1.553 0.121 1.573
H 2.206 2.899 0.873
H 1.291 1.947 -1.143
H 3.038 2.100 -1.342
H 1.512 -0.209 -0.991
H 3.709 1.575 2.355
H 3.897 0.366 1.087
H 5.017 2.009 -0.370
H 4.718 3.290 0.788
H 7.063 2.430 0.979
H 6.169 2.107 2.465
H 6.448 0.810 1.305


Entry Q
50
Properties=species:S:1:pos:R:3 method="wB97M-V/def2-TZVPD" gap_ev=8.8322 lumo_energy_ev=0.54 spin_multiplicity=1 homo_energy_ev=-8.3 smiles="[H]/N=c1/[nH]cc(C(=O)N2C[C@H](C)[C@H](NC(=O)CCc3cccc(C)c3)C2)o1"
H -5.164 -5.977 2.707
N -4.531 -6.565 3.238
C -3.377 -6.062 3.301
N -2.286 -6.600 3.949
C -1.197 -5.767 3.803
C -1.592 -4.727 3.065
C -0.788 -3.550 2.692
O 0.323 -3.421 3.191
N -1.291 -2.640 1.829
C -2.470 -2.750 0.961
C -2.135 -1.818 -0.204
C -1.297 -2.538 -1.257
C -1.377 -0.700 0.524
N -0.651 0.198 -0.340
C -0.400 1.486 0.023
O -0.809 1.957 1.068
C 0.372 2.311 -0.988
C 1.353 3.270 -0.312
C 1.936 4.249 -1.296
C 1.263 5.427 -1.603
C 1.785 6.306 -2.538
C 2.982 6.018 -3.178
C 3.672 4.845 -2.889
C 4.960 4.515 -3.595
C 3.135 3.976 -1.945
C -0.496 -1.454 1.525
O -2.941 -4.884 2.746
H -2.342 -7.469 4.446
H -0.227 -5.950 4.227
H -2.628 -3.774 0.633
H -3.369 -2.417 1.486
H -3.046 -1.431 -0.664
H -0.370 -2.929 -0.830
H -1.853 -3.380 -1.669
H -1.042 -1.888 -2.096
H -2.091 -0.092 1.080
H -0.213 -0.163 -1.168
H -0.364 2.890 -1.553
H 0.891 1.672 -1.707
H 2.150 2.697 0.168
H 0.818 3.796 0.479
H 0.333 5.659 -1.097
H 1.262 7.227 -2.765
H 3.389 6.713 -3.902
H 5.593 3.873 -2.983
H 4.764 3.990 -4.533
H 5.521 5.417 -3.836
H 3.672 3.064 -1.700
H 0.465 -1.737 1.086
H -0.290 -0.873 2.422


Which structure is most stable, and how do the rest compare? From most to least stable: entry Q, entry P.


Entry P
8
Properties=species:S:1:pos:R:3 method="wB97M-V/def2-TZVPD" gap_ev=11.1730 lumo_energy_ev=-0.27 spin_multiplicity=1 homo_energy_ev=-11.4
C 0.645 -1.085 -0.346
C -0.808 2.284 -0.614
C 0.030 -0.459 0.804
N 1.164 -1.582 -1.253
S -0.806 1.616 -1.965
H -0.883 0.107 0.539
H 0.791 0.317 1.170
H -0.133 -1.198 1.666


Entry Q
8
Properties=species:S:1:pos:R:3 method="wB97M-V/def2-TZVPD" gap_ev=9.2758 lumo_energy_ev=-0.40 spin_multiplicity=1 homo_energy_ev=-9.7
C -0.733 0.256 1.277
C 0.848 -0.476 -0.604
C -0.215 0.410 -0.079
N -0.959 0.013 2.348
S 1.071 1.316 -0.859
H 1.201 -1.082 0.280
H 0.591 -0.999 -1.549
H -1.804 0.561 -0.814


Entry R
8
Properties=species:S:1:pos:R:3 method="wB97M-V/def2-TZVPD" gap_ev=8.4600 lumo_energy_ev=0.52 spin_multiplicity=1 homo_energy_ev=-7.9 smiles="Nc1cc1=S"
N -0.522 -0.567 0.404
C 0.297 -0.356 -0.617
C 0.915 0.711 -1.177
C 0.821 -0.432 -1.979
S 1.024 -1.418 -3.239
H -0.844 0.230 0.946
H -0.467 -1.457 0.899
H 0.938 1.831 -1.133


Entry S
8
Properties=species:S:1:pos:R:3 method="wB97M-V/def2-TZVPD" gap_ev=8.8745 lumo_energy_ev=0.01 spin_multiplicity=1 homo_energy_ev=-8.9 smiles="C#C/C=N/S"
C -1.625 1.461 0.927
C -1.071 0.727 0.105
C -0.248 -0.276 -0.362
N 1.052 -0.130 -0.229
S 2.112 -1.544 -0.456
H -2.554 1.701 1.511
H -0.845 -1.158 -0.836
H 3.179 -0.780 -0.659


Which structure is most stable, and how do the rest compare? From most to least stable: entry R, entry P, entry S, entry Q.